{"formula": "CH2IN5O2", "method": "ωB97M-V/def2-TZVPD", "elements": ["C", "N", "N", "N", "N", "N", "O", "O", "I", "H", "H"], "coordinates": [[1.005, -1.035, 0.301], [-0.102, -1.944, 0.316], [-1.220, -1.916, 0.287], [0.635, 0.253, -0.014], [-0.479, 0.548, 0.487], [-1.228, 1.584, 0.076], [-2.213, 1.774, 0.763], [-0.785, 2.352, -0.790], [0.906, 0.658, -2.220], [1.642, -0.998, 1.266], [1.839, -1.275, -0.473]], "forces_ev_per_a": [[5.763, 0.239, 0.228], [0.845, -2.362, 0.084], [-1.088, 1.069, -0.064], [0.268, 2.423, -2.573], [-2.450, -1.145, 1.907], [1.133, 2.248, 0.614], [-0.443, -0.184, -0.640], [-0.639, -0.684, 0.314], [0.289, -0.494, -0.103], [-1.822, -0.660, -0.896], [-1.855, -0.452, 1.128]], "lowdin_charge": [-0.35, -0.02, 0.27, -0.39, -0.02, -0.45, 0.06, -0.13, 0.76, 0.17, 0.10], "e_homo_ha": [-0.3227, -0.3096], "homo_lumo_gap_ev": [7.2, 6.4], "charge": 0, "lumo_energy_ev": [-1.56, -1.98]}

***

{"formula": "CH2INO2", "method": "ωB97M-V/def2-TZVPD", "elements": ["N", "C", "O", "H", "O", "I", "H"], "coordinates": [[0.685, 1.092, -0.521], [-0.089, 1.092, -1.403], [-0.776, 1.127, -2.341], [0.732, 1.063, 0.474], [0.141, -1.131, 0.911], [-0.161, -1.991, 2.647], [-0.532, -1.252, 0.233]], "forces_ev_per_a": [[1.641, 0.223, 1.093], [-0.956, 0.355, -0.757], [-0.460, -0.157, -0.646], [-0.175, -0.189, 0.051], [0.654, 0.365, -0.004], [-0.304, -0.173, -0.096], [-0.401, -0.425, 0.359]], "lowdin_charge": [0.21, -0.44, 0.14, 0.08, -0.81, 0.84, -0.01], "e_homo_ha": -0.3602, "homo_lumo_gap_ev": 8.9, "charge": 0, "lumo_energy_ev": -0.95, "smiles": "N=C=O.OI"}

***

{"formula": "CH2INOS2", "method": "ωB97M-V/def2-TZVPD", "elements": ["C", "N", "O", "S", "S", "I", "H", "H"], "coordinates": [[-1.234, 0.793, -0.114], [-0.064, -0.773, -0.199], [-0.829, 1.824, -0.518], [2.643, 0.046, 0.294], [1.255, -0.568, -1.109], [-3.086, 0.241, 0.674], [-0.684, -1.540, -0.391], [1.998, -0.024, 1.363]], "forces_ev_per_a": [[2.924, -0.791, -1.475], [-2.294, 2.998, 1.022], [-0.776, -1.845, 0.921], [2.727, 0.604, -2.172], [-0.318, -0.154, -0.505], [-0.195, -0.016, 0.175], [-0.094, -0.354, -0.280], [-1.976, -0.441, 2.314]], "lowdin_charge": [-0.83, -0.52, 0.00, 0.35, 0.42, 0.85, -0.01, -0.26], "e_homo_ha": [-0.2927, -0.2927], "homo_lumo_gap_ev": [7.3, 7.3], "charge": 0, "lumo_energy_ev": [-0.70, -0.70]}

***

{"formula": "CH2N2", "method": "ωB97M-V/def2-TZVPD", "elements": ["C", "N", "N", "H", "H"], "coordinates": [[-0.427, 0.001, -0.029], [-1.735, -0.614, 0.014], [-1.718, 0.608, -0.005], [0.022, -0.132, 1.071], [0.284, 0.180, -0.886]], "forces_ev_per_a": [[3.230, -0.190, 3.118], [-0.639, 0.182, -1.341], [-1.147, 0.037, 0.216], [-0.202, 0.732, -2.784], [-1.242, -0.761, 0.791]], "lowdin_charge": [-0.27, 0.04, 0.03, 0.11, 0.09], "e_homo_ha": -0.3851, "homo_lumo_gap_ev": 11.1, "charge": 0, "lumo_energy_ev": 0.60, "smiles": "C1N=N1"}

***

{"formula": "CH2N2", "method": "ωB97M-V/def2-TZVPD", "elements": ["C", "N", "N", "H", "H"], "coordinates": [[1.072, -0.799, -0.347], [2.002, -1.307, -0.750], [-0.982, 0.486, 0.701], [-0.542, 1.384, 0.508], [-1.550, 0.235, -0.111]], "forces_ev_per_a": [[-3.440, 2.000, 1.608], [2.366, -1.308, -1.053], [1.039, -1.071, -0.071], [0.006, 0.184, -0.290], [0.029, 0.195, -0.195]], "lowdin_charge": [-0.10, 0.00, 0.13, -0.02, -0.02], "e_homo_ha": [-0.4534, -0.4504], "homo_lumo_gap_ev": [10.5, 8.6], "charge": 0, "lumo_energy_ev": [-1.88, -3.70]}

***

{"formula": "CH2N2O", "method": "ωB97M-V/def2-TZVPD", "elements": ["C", "N", "N", "O", "H", "H"], "coordinates": [[0.752, 0.066, 0.018], [-0.440, -0.395, 0.477], [-0.332, 0.939, 0.004], [1.811, -0.132, -0.380], [-0.959, -2.160, -0.554], [-0.831, 1.682, 0.434]], "forces_ev_per_a": [[-2.877, 0.154, 0.136], [-0.122, -0.432, 0.583], [0.116, -0.601, -0.840], [3.040, -0.231, -0.530], [0.049, 0.380, 0.043], [-0.206, 0.730, 0.607]], "lowdin_charge": [-0.61, 0.09, 0.13, 0.17, 0.11, 0.11], "e_homo_ha": [-0.3700, -0.3626], "homo_lumo_gap_ev": [9.1, 9.8], "charge": 0, "lumo_energy_ev": [-0.93, -0.05]}

***

{"formula": "CH2N2O", "method": "ωB97M-V/def2-TZVPD", "elements": ["C", "N", "N", "O", "H", "H"], "coordinates": [[-0.390, -0.287, -0.196], [-1.204, -1.178, 0.048], [-2.972, -0.404, -0.046], [-2.704, 0.708, 0.135], [0.678, -0.465, 0.083], [-0.820, 0.764, -0.273]], "forces_ev_per_a": [[-0.036, 1.116, 1.424], [-1.540, -1.584, -0.383], [3.651, 1.642, 0.484], [-2.100, -0.961, -0.351], [-0.739, 0.284, -0.779], [0.765, -0.497, -0.396]], "lowdin_charge": [-0.19, -0.01, 0.10, -0.05, 0.08, 0.06], "e_homo_ha": [-0.3302, -0.3303], "homo_lumo_gap_ev": [8.3, 8.3], "charge": 0, "lumo_energy_ev": [-0.66, -0.66]}

***

{"formula": "CH2N2O", "method": "ωB97M-V/def2-TZVPD", "elements": ["C", "N", "N", "O", "H", "H"], "coordinates": [[1.137, 0.655, 0.059], [-1.438, 0.670, 0.116], [-1.136, -0.434, 0.078], [0.834, -0.490, 0.111], [2.132, 1.029, -0.142], [-1.530, -1.430, -0.222]], "forces_ev_per_a": [[-1.736, -0.063, 0.153], [-0.615, -0.998, -0.286], [-1.420, -0.698, -0.255], [2.847, -0.226, -0.223], [0.901, -0.100, 0.040], [0.022, 2.083, 0.571]], "lowdin_charge": [-0.09, 0.09, -0.10, -0.10, 0.04, 0.17], "e_homo_ha": [-0.2830, -0.2645], "homo_lumo_gap_ev": [8.2, 7.5], "charge": 0, "lumo_energy_ev": [0.54, 0.33]}

***

{"formula": "CH2N2O", "method": "ωB97M-V/def2-TZVPD", "elements": ["C", "N", "N", "O", "H", "H"], "coordinates": [[1.015, 0.288, 0.079], [0.335, 1.270, -0.140], [-2.300, -0.014, 0.049], [-1.818, -0.988, -0.177], [2.075, 0.250, 0.147], [0.693, -0.806, 0.042]], "forces_ev_per_a": [[-0.015, -2.743, -0.522], [-0.770, 0.990, 0.035], [-1.528, 3.387, 0.762], [1.536, -3.467, -0.783], [1.360, 0.723, 0.312], [-0.584, 1.109, 0.196]], "lowdin_charge": [-0.23, 0.09, 0.05, -0.03, 0.05, 0.07], "e_homo_ha": [-0.3570, -0.3010], "homo_lumo_gap_ev": [10.4, 7.8], "charge": 0, "lumo_energy_ev": [0.71, -0.42]}

***

{"formula": "CH2N2O2", "method": "ωB97M-V/def2-TZVPD", "elements": ["O", "N", "O", "H", "C", "N", "H"], "coordinates": [[-1.995, -0.121, -1.131], [-0.894, 0.151, -1.501], [0.067, -0.720, -1.193], [-0.245, -1.503, -0.684], [1.041, 0.720, 1.520], [0.180, 1.320, 1.079], [1.846, 0.152, 1.911]], "forces_ev_per_a": [[1.385, -0.134, -0.192], [-1.815, 0.487, 0.022], [0.955, -0.890, 0.171], [-0.560, 0.456, -0.143], [0.474, -0.297, 0.219], [-0.616, 0.471, -0.183], [0.178, -0.092, 0.106]], "lowdin_charge": [0.01, -0.14, -0.03, 0.12, -0.08, 0.07, 0.05], "e_homo_ha": -0.3884, "homo_lumo_gap_ev": 11.1, "charge": 0, "lumo_energy_ev": 0.49, "smiles": "O=NO.C#N"}

***

{"formula": "CH2N2O2", "method": "ωB97M-V/def2-TZVPD", "elements": ["N", "N", "O", "C", "O", "H", "H"], "coordinates": [[2.208, -0.949, -0.421], [2.206, 0.121, -0.156], [2.300, 1.283, 0.008], [-1.667, -0.145, 0.194], [-0.659, 0.409, 0.485], [-2.437, 0.599, -0.237], [-1.951, -1.318, 0.128]], "forces_ev_per_a": [[-0.340, -1.852, -0.020], [0.576, 1.464, -0.425], [-0.237, 0.401, 0.454], [-2.303, 0.186, -1.950], [1.320, -0.952, 0.855], [-0.020, -1.460, 0.526], [1.005, 2.213, 0.560]], "lowdin_charge": [0.23, -0.32, 0.08, -0.17, -0.03, 0.09, 0.12], "e_homo_ha": -0.3783, "homo_lumo_gap_ev": 11.0, "charge": 0, "lumo_energy_ev": 0.74, "smiles": "N#[N+][O-].C=O"}

***

{"formula": "CH2N2O2", "method": "ωB97M-V/def2-TZVPD", "elements": ["H", "N", "C", "O", "N", "O", "H"], "coordinates": [[2.354, -0.115, -0.083], [1.600, -0.810, -0.110], [0.475, -0.205, -0.007], [-0.733, -0.802, 0.028], [-2.059, -0.056, 0.098], [-1.992, 1.093, -0.008], [0.356, 0.896, 0.082]], "forces_ev_per_a": [[-0.389, -0.226, -0.031], [-1.717, 0.411, 0.138], [0.876, 1.666, 0.066], [-0.064, -1.451, -0.055], [0.860, 1.226, -0.181], [0.131, -1.191, 0.125], [0.303, -0.434, -0.061]], "lowdin_charge": [0.05, 0.10, -0.34, -0.08, 0.07, 0.09, 0.12], "e_homo_ha": -0.3925, "homo_lumo_gap_ev": 9.7, "charge": 0, "lumo_energy_ev": -1.02, "smiles": "[H]/N=C/ON=O"}

***

{"formula": "CH2N2O2", "method": "ωB97M-V/def2-TZVPD", "elements": ["C", "N", "N", "O", "O", "H", "H"], "coordinates": [[-0.198, 0.214, -1.226], [0.787, 0.846, -0.500], [-1.176, 0.503, -0.234], [-0.322, -0.382, -2.237], [-0.254, 1.165, 0.470], [1.352, 1.672, -0.943], [-1.799, -1.145, 0.259]], "forces_ev_per_a": [[-1.875, -1.036, -0.473], [2.459, 1.769, -0.382], [-2.252, -2.012, -0.195], [0.739, -0.096, -0.936], [1.478, 1.136, 1.087], [-1.643, -1.679, 1.282], [1.094, 1.918, -0.384]], "lowdin_charge": [-0.63, 0.12, 0.03, 0.13, -0.08, 0.19, 0.24], "e_homo_ha": [-0.3641, -0.3539], "homo_lumo_gap_ev": [9.2, 8.2], "charge": 0, "lumo_energy_ev": [-0.72, -1.46]}

***

{"formula": "CH2N2O2", "method": "ωB97M-V/def2-TZVPD", "elements": ["C", "N", "N", "O", "O", "H", "H"], "coordinates": [[-2.017, 0.589, -0.061], [2.759, -0.160, 0.042], [-1.186, -0.162, 0.381], [-2.631, 1.562, -0.229], [2.105, -0.966, 0.636], [-1.174, -1.144, 0.122], [2.145, 0.282, -0.891]], "forces_ev_per_a": [[0.034, 2.056, 0.928], [-1.440, 2.119, -3.562], [0.489, -1.992, -0.378], [-0.657, -0.323, -0.765], [-0.574, -1.145, 1.046], [0.155, 0.266, 0.202], [1.994, -0.980, 2.529]], "lowdin_charge": [-0.41, -0.09, 0.18, 0.16, -0.10, 0.09, 0.17], "e_homo_ha": [-0.3199, -0.4138], "s_squared": 2.007, "homo_lumo_gap_ev": [9.1, 10.0], "charge": 0, "multiplicity": 3, "lumo_energy_ev": [0.39, -1.22]}

***

{"formula": "CH2N2O2S", "method": "ωB97M-V/def2-TZVPD", "elements": ["C", "N", "N", "O", "O", "S", "H", "H"], "coordinates": [[1.510, 0.008, 0.370], [0.577, -0.820, 0.103], [-0.387, -1.405, 0.083], [-2.294, 0.037, -1.537], [-1.091, 1.270, 0.233], [-2.027, 0.214, -0.149], [2.495, -0.325, 0.824], [1.217, 1.021, 0.073]], "forces_ev_per_a": [[1.512, 0.350, -0.104], [0.830, 0.067, 1.747], [-0.006, -1.684, -1.024], [0.037, -0.093, -0.426], [-1.159, -0.846, -0.423], [-0.106, 2.047, 0.921], [-1.674, 0.443, -0.770], [0.565, -0.284, 0.080]], "lowdin_charge": [-0.02, -0.21, 0.10, -0.41, -0.45, 0.84, 0.10, 0.07], "e_homo_ha": -0.3352, "homo_lumo_gap_ev": 7.9, "charge": 0, "lumo_energy_ev": -1.20}

***

{"formula": "CH2N2O2S", "method": "ωB97M-V/def2-TZVPD", "elements": ["C", "N", "N", "O", "O", "S", "H", "H"], "coordinates": [[0.011, -0.359, -0.688], [0.367, 0.400, 0.196], [-0.985, -0.631, 3.741], [-0.043, 0.062, 3.783], [-2.064, -0.723, 4.238], [0.744, -1.149, -1.989], [-1.041, -0.692, -0.544], [1.353, 0.614, 0.312]], "forces_ev_per_a": [[-2.277, -1.776, -0.652], [1.310, 2.141, 3.075], [-0.776, -1.467, -0.750], [0.284, 0.855, 0.546], [0.518, 0.624, 0.188], [0.691, -0.559, -0.986], [0.137, 0.025, -0.827], [0.114, 0.156, -0.594]], "lowdin_charge": [-0.87, 0.02, -0.22, 0.11, 0.09, 0.74, 0.07, 0.05], "e_homo_ha": [-0.3563, -0.3666], "homo_lumo_gap_ev": [6.9, 8.9], "charge": 0, "lumo_energy_ev": [-2.82, -1.12]}

***

{"formula": "CH2N2O2S", "method": "ωB97M-V/def2-TZVPD", "elements": ["C", "N", "N", "O", "O", "S", "H", "H"], "coordinates": [[-0.187, -1.106, -0.297], [-1.185, 0.781, 0.349], [-1.163, -0.567, 0.299], [0.622, 1.462, 0.386], [0.180, -1.938, -1.025], [1.466, 0.265, 0.090], [1.491, 0.049, -1.165], [-1.223, 1.054, 1.364]], "forces_ev_per_a": [[0.034, -0.238, -0.577], [-0.357, -0.277, 1.195], [0.868, 2.899, 1.069], [-1.288, 0.793, -0.187], [0.434, -1.692, -0.681], [0.808, -1.561, 2.757], [0.140, 0.446, -2.728], [-0.639, -0.369, -0.847]], "lowdin_charge": [-0.59, 0.06, 0.02, -0.57, 0.09, 0.98, -0.09, 0.10], "e_homo_ha": [-0.3518, -0.3518], "homo_lumo_gap_ev": [8.9, 8.9], "charge": 0, "lumo_energy_ev": [-0.69, -0.69]}

***

{"formula": "CH2N2O2S", "method": "ωB97M-V/def2-TZVPD", "elements": ["N", "S", "O", "O", "H", "C", "N", "H"], "coordinates": [[-1.344, 0.032, -0.166], [-1.344, 0.672, 1.193], [-0.532, 1.826, 1.469], [-1.804, -0.106, 2.259], [-1.323, 0.757, -0.868], [2.162, -1.043, -1.305], [1.236, -0.647, -1.784], [2.949, -1.492, -0.800]], "forces_ev_per_a": [[-1.316, 0.244, 0.369], [2.557, 0.387, -1.169], [-0.946, 0.089, -0.147], [-0.958, -0.872, 1.495], [0.650, 0.123, -0.526], [2.179, -1.196, 1.353], [-3.244, 1.624, -1.875], [1.078, -0.399, 0.499]], "lowdin_charge": [-0.15, 0.66, -0.29, -0.27, 0.03, -0.07, 0.07, 0.04], "e_homo_ha": -0.4128, "homo_lumo_gap_ev": 10.4, "charge": 0, "lumo_energy_ev": -0.83, "smiles": "N=S(=O)=O.C#N"}

***

{"formula": "CH2N2O2S", "method": "ωB97M-V/def2-TZVPD", "elements": ["C", "N", "N", "O", "O", "S", "H", "H"], "coordinates": [[-1.819, 0.070, -0.215], [-1.037, -0.772, 0.192], [2.716, 0.371, -0.061], [2.539, -0.486, 0.717], [3.457, 0.643, -0.954], [-3.267, 0.755, 0.323], [-1.430, 0.587, -1.121], [-1.159, -1.168, 1.119]], "forces_ev_per_a": [[-0.107, 2.187, -1.992], [2.695, -2.450, 1.577], [-0.559, 1.610, -0.642], [0.472, -0.910, 0.240], [0.065, -0.715, 0.420], [-1.130, 0.455, 0.529], [-0.836, -0.022, -0.070], [-0.602, -0.154, -0.062]], "lowdin_charge": [-0.87, 0.02, -0.22, 0.11, 0.09, 0.74, 0.07, 0.05], "e_homo_ha": [-0.3665, -0.3563], "s_squared": 2.006, "homo_lumo_gap_ev": [10.5, 6.9], "charge": 0, "multiplicity": 3, "lumo_energy_ev": [0.49, -2.82]}

***

{"formula": "CH2N2O2S2", "method": "ωB97M-V/def2-TZVPD", "elements": ["O", "N", "O", "S", "H", "N", "C", "S", "H"], "coordinates": [[-1.848, 1.084, -1.379], [-1.638, 0.481, -0.376], [-2.339, 0.930, 0.708], [-0.936, -0.946, -0.205], [-1.919, 0.506, 1.483], [1.943, -1.287, 0.179], [2.149, -0.146, -0.189], [1.918, 1.201, -0.903], [2.671, -1.824, 0.683]], "forces_ev_per_a": [[0.248, 0.877, -0.140], [-1.430, -0.928, -0.638], [0.041, 1.104, 0.900], [0.925, -0.907, 0.193], [-0.174, -0.089, -0.372], [1.998, -0.208, 0.980], [-1.222, -1.480, -0.282], [0.391, 1.271, -0.211], [-0.777, 0.359, -0.428]], "lowdin_charge": [0.02, -0.82, 0.00, 0.78, 0.09, 0.03, -0.93, 0.75, 0.10], "e_homo_ha": [-0.3521, -0.3521], "homo_lumo_gap_ev": [8.9, 8.9], "charge": 0, "lumo_energy_ev": [-0.69, -0.69], "smiles": "[O-][N+](O)=S.N=C=S"}

***

Number 1: total energy -760.96970 hartree. Number 2: total energy -542.19626 hartree. Number 3: total energy -1263.28235 hartree. Number 4: total energy -148.71414 hartree. Number 5: total energy -148.61115 hartree. Number 6: total energy -223.83206 hartree. Number 7: total energy -223.89821 hartree. Number 8: total energy -223.86589 hartree. Number 9: total energy -223.88804 hartree. Number 10: total energy -299.17245 hartree. Number 11: total energy -299.19285 hartree. Number 12: total energy -299.17513 hartree. Number 13: total energy -299.04039 hartree. Number 14: total energy -299.15947 hartree. Number 15: total energy -697.38320 hartree. Number 16: total energy -697.28220 hartree. Number 17: total energy -697.32156 hartree. Number 18: total energy -697.38635 hartree. Number 19: total energy -697.28219 hartree. Number 20: total energy -1095.52255 hartree.